(1)
# C50H120InN8O29V

A molecular structure, C50H120InN8O29V (ωB97M-V/def2-TZVPD, the Open Molecules 2025 dataset).

Output
HOMO energy, eV: -8.0
DFT total energy, a.u.: -5730.77697

Geometry as ORCA input:
```
! RIJCOSX wB97M-V def2-TZVPD def2/J DEFGRID3
* xyz 0 1
In 0.4720 1.5308 -4.6635
V 4.4906 -0.3237 -1.6635
O -4.1837 3.0214 -4.6127
O 1.7382 1.8511 -7.4850
O 1.4603 -3.9866 -1.6387
O -1.0953 -0.9520 -4.1838
O -0.0484 4.1963 -3.1805
O 2.3986 -2.7126 9.3718
O -4.7052 2.7041 7.7285
O -9.5222 -1.0245 0.3909
O 5.1090 3.5916 -3.6262
O 0.1901 -2.9452 3.7109
O 0.4889 0.3627 0.3024
O 0.5136 1.2154 -1.7522
O 5.9147 -0.6372 -2.2654
O 2.3270 4.9419 2.4767
O -2.1640 2.8183 -5.6399
O -0.2081 -0.2188 -9.8753
O -1.6409 2.0649 0.4024
O 3.3600 -1.1207 -3.6469
O 3.3379 -2.7477 -5.2474
O -2.7019 -0.2840 5.1039
O 4.5128 1.8239 -2.5630
O 2.0136 -0.9388 -5.3240
O 4.8293 -0.0167 -0.0832
O 5.2549 -6.0018 0.0593
O 3.2394 2.4855 -4.0838
O -4.0793 -1.8842 1.3327
O -2.4397 2.0142 -3.7191
O 5.5781 0.1344 4.6174
O 2.1707 -0.0197 -1.0888
N -6.6236 -2.3079 -0.2727
N 4.1529 -2.6617 -1.0303
N 1.1740 4.1625 -5.8663
N -0.9206 0.0316 -6.9877
N 2.9614 -1.3386 6.6679
N -2.0759 2.0342 6.5513
N 0.3839 2.3021 2.4465
N 1.9300 -2.3838 0.9029
C 1.0964 4.2069 -7.3416
C 2.6436 3.5620 2.1748
C -5.7261 2.8091 8.6810
C -6.4332 -1.5978 0.9816
C -1.9261 -0.8890 -6.4747
C 0.1272 5.3805 -3.8917
C 4.4108 -4.9749 -0.4909
C -7.9713 -2.9249 -0.3080
C 0.5458 -3.3254 -0.8265
C 2.0613 3.1480 -7.9324
C 0.9826 -3.4543 0.6343
C 1.9356 -3.9886 9.8916
C 1.0984 0.5578 -0.8704
C -2.7422 -1.3622 1.4195
C 0.7082 -3.8955 4.6200
C -1.5136 0.0837 -9.4076
C 6.0410 -6.6803 -0.9162
C 2.9261 5.8820 1.5422
C 0.2061 5.1390 -5.3858
C 3.6719 -0.1964 6.0165
C -0.2911 3.4814 1.9276
C 1.4154 -2.0660 8.5084
C -2.8664 2.6929 -4.6621
C -2.7822 -1.6879 4.9853
C -2.8761 1.8637 -0.2081
C 2.2618 -2.2293 2.3289
C -0.2957 4.3895 -1.7650
C 6.0237 0.6121 3.3628
C 1.7261 2.6067 3.0082
C 2.1320 -0.8704 7.8230
C 5.0623 -3.6649 -0.5572
C -1.4166 -1.7307 -5.2836
C -1.3948 1.8178 5.2743
C 5.8723 -3.3484 0.7131
C 1.0568 -1.8972 3.3657
C -9.1585 -1.9620 -0.5961
C 1.1116 -4.0357 -3.0336
C 2.8525 -1.5971 -4.7035
C -2.0539 -0.9994 -3.1367
C 4.2739 -0.4886 4.6502
C -1.3730 0.8129 -8.0939
C -2.3527 3.3698 7.0197
C -10.2272 0.1079 -0.0957
C -1.7262 3.0843 1.3759
C 2.5254 0.8291 -8.1455
C -1.3622 0.2800 5.0005
C -3.4774 3.3256 8.1256
C 0.0010 -1.0300 -11.0602
C 4.2497 2.5803 -3.4529
C -5.0847 -0.9267 1.0711
H 3.5573 -2.1077 6.9391
H 2.8763 -2.9929 2.8057
H -4.4351 2.7245 -3.7350
H 6.7550 -3.9828 0.6325
H 6.5103 -5.9557 -1.5818
H 0.5887 -1.7561 9.1476
H -0.7585 4.8576 -5.8082
H 3.8461 -5.2877 -1.3692
H 0.5284 -1.0442 2.9399
H -0.6089 -2.4031 -5.5729
H 1.5708 2.9315 4.0370
H 0.3605 3.9840 1.2129
H 1.9406 -4.2298 -3.7142
H -2.5447 -2.1181 4.0124
H -2.8059 3.9557 6.2200
H -0.6124 6.1333 -3.6190
H 3.8920 -3.1403 -4.5688
H -2.7739 -0.2583 -6.2071
H -5.9044 -3.0166 -0.2972
H 5.6263 3.1741 -2.9336
H -3.0608 -0.6501 -3.3652
H 0.8898 -3.9821 10.1989
H -6.4332 -2.3743 1.7465
H 1.4197 -4.3919 0.9778
H -5.7682 3.8118 9.1062
H -1.1455 4.9951 -1.4502
H -1.7128 -0.3106 -2.3640
H -2.2781 1.3619 -7.8341
H 2.9229 6.9009 1.9296
H -8.8734 -1.4209 -1.4984
H -0.1022 -4.5725 4.8902
H -0.1628 -0.5670 -7.2835
H 3.6639 3.3214 2.4732
H -5.1603 -0.1673 1.8493
H -3.7992 -1.9895 5.2360
H -2.7415 -0.4084 1.9472
H -0.6410 -1.9095 -11.1079
H 1.3948 5.1589 -7.7808
H 2.9465 -1.3814 2.3128
H -10.0533 -2.5194 -0.8733
H -2.3726 -1.4830 -7.2721
H -1.5419 3.9090 7.5096
H -0.7360 -0.1759 5.7675
H 0.3593 6.1160 -5.8442
H -5.6112 2.1441 9.5370
H 2.2462 1.6547 3.1145
H 2.3134 -4.2668 10.8755
H -0.6076 1.5745 -8.2433
H -2.1383 0.5394 -10.1759
H 5.4030 -3.6827 1.6384
H -1.0146 0.0751 3.9879
H -9.6078 0.7799 -0.6898
H 1.0668 -3.4288 5.5374
H 4.4541 0.0870 6.7207
H 3.6927 -4.7797 0.3055
H 1.7648 3.1309 -8.9812
H 1.8953 -0.0580 -8.0821
H -3.6740 1.8074 0.5323
H -11.0609 -0.2261 -0.7135
H -3.0013 1.6317 6.5094
H -2.0772 -1.9693 -2.6399
H -10.6496 0.5666 0.7983
H -7.9136 -3.6039 -1.1586
H 3.6358 -3.0390 -1.8116
H 0.1246 -3.2156 1.2627
H -2.3435 2.8257 2.2362
H 1.0974 5.8151 -3.6512
H -4.8594 -0.4707 0.1071
H 5.8198 -3.7910 -1.3307
H -2.1422 -2.1393 5.7434
H 6.8395 -7.3124 -0.5276
H -0.4205 -3.8029 -0.9885
H -2.2561 -2.3927 -5.0715
H -2.4722 -1.1622 0.3826
H 3.0479 0.6967 5.9831
H -1.8879 -0.9246 -9.2303
H -0.3800 3.4357 -1.2441
H 3.6155 0.0665 3.9820
H 1.5720 -1.5167 0.5284
H 0.8428 -3.0046 -3.2634
H -8.2079 -3.5950 0.5185
H 0.1817 -4.5846 -3.1819
H -2.0030 2.2544 4.4821
H 3.9633 5.6419 1.3084
H 2.5192 -0.2110 8.5998
H 5.8584 -0.0785 2.5358
H 0.1001 3.9922 -7.7282
H 2.1428 -4.8386 9.2415
H 1.4957 -4.4232 4.0819
H 3.1199 3.4073 -7.9243
H -2.8850 0.9094 -0.7347
H -0.2146 1.0064 0.1914
H 1.3506 -0.2408 7.3975
H -3.7382 4.3548 8.3720
H -3.1308 2.8571 9.0468
H 1.4305 -1.4315 4.2776
H 3.4534 0.7275 -7.5828
H -0.4044 2.2702 5.2231
H 2.6859 3.3015 1.1172
H 7.0936 0.8012 3.4505
H -7.1535 -0.7897 1.1095
H 5.5289 1.5618 3.1597
H 2.0992 4.5439 -5.7298
H 4.4273 -1.5479 4.4438
H 5.4754 -7.3578 -1.5559
H -0.1998 -0.5024 -11.9926
H -3.0980 2.7029 -0.8673
H -2.0638 -1.9873 2.0001
H 6.2084 -2.3123 0.6727
H 2.2677 5.7640 0.6816
H 3.3921 -2.7021 -0.3673
H -0.5189 4.2488 2.6674
H 0.9906 -2.7031 7.7326
H 0.5718 4.8804 -1.3239
H -2.0972 4.0033 0.9222
H 2.6657 1.0263 -9.2083
H 1.0195 -1.4137 -11.1196
H 0.5129 -2.2778 -1.1257
H 0.3924 1.5837 1.7365
H -6.7288 2.7954 8.2539
*
```


(2)
# C50H122ClN6O12

9 unconnected molecules or ions with the total composition C50H122ClN6O12 (ωB97M-V/def2-TZVPD, the Open Molecules 2025 dataset).

Output
HOMO energy, eV: -13.3
DFT total energy, a.u.: -3668.68204

Geometry as ORCA input:
```
! RIJCOSX wB97M-V def2-TZVPD def2/J DEFGRID3
* xyz 3 1
Cl -3.5350 3.2013 -2.8306
O 1.6528 4.2266 -2.3842
O 1.2769 -0.9945 -2.1666
O -0.8132 -4.2346 1.5481
O 1.6189 0.4937 -3.7442
O 3.5952 0.4240 2.8386
O -6.1314 4.6527 2.0504
O -2.8371 -5.0256 -2.2104
O 3.2606 -5.5942 2.1274
O -2.0941 -4.8284 3.2163
O 0.0163 -0.9723 -3.9165
O -3.3198 -0.6154 2.9418
O -3.0287 -4.5082 1.3798
N -1.6997 0.2739 0.5851
N -3.9558 6.1036 0.4146
N -0.1321 4.6323 -4.8996
N 5.4271 -0.3922 0.6618
N 0.2646 -4.7987 -3.0266
N 1.9917 -4.0817 4.6187
C 0.9999 -0.4654 -3.2423
C 2.9687 -4.2363 5.7899
C -1.1728 1.3630 -0.4349
C -1.7788 -4.5147 -1.4167
C -0.1952 5.2646 -3.5015
C 4.0798 -6.5375 1.3815
C -4.7877 4.7865 2.5455
C -7.2336 4.8073 3.0473
C -4.0784 -1.5793 3.6417
C -3.8945 0.1964 1.9892
C -3.7110 4.9982 1.4333
C 1.6341 -5.4803 4.0147
C -0.6425 -3.7918 -2.2416
C 5.8415 0.4122 1.9374
C 0.2761 4.3611 -2.3658
C -0.4690 -5.3215 -4.3123
C -1.8866 -4.5382 2.0430
C 2.8309 -6.2001 3.2770
C 7.5487 -1.8276 0.7487
C -5.3039 5.7769 -0.3912
C -4.1759 7.4282 1.1630
C -0.1234 3.0531 -4.9636
C -2.1888 -1.0138 -0.1318
C 4.5386 -1.5927 0.9684
C -1.3933 6.7402 -5.8586
C 2.5260 0.9990 3.6124
C 0.0567 2.2976 -6.3321
C 4.4230 0.1563 -1.7585
C -2.7914 6.1568 -0.5766
C 0.6893 -0.5959 1.1380
C -3.8550 -5.6022 -1.4436
C -2.8830 1.0582 1.1166
C 0.7137 -6.0293 -2.2216
C 6.6699 -0.9029 -0.0853
C -0.0669 -4.0927 6.3961
C 4.7800 1.2109 2.7411
C 1.5114 -4.0548 -3.5305
C 1.4035 -5.6804 -0.9139
C -1.3450 5.1791 -5.7521
C 1.2198 5.0273 -5.6840
C -0.6596 -0.0051 1.6745
C 3.0261 -3.0858 6.7971
C -0.9852 -4.3403 -5.3861
C 2.2080 3.2665 -1.4845
C -4.7138 8.5679 0.2694
C 0.5652 -3.4800 5.0488
C 2.6289 -3.0902 3.5909
C 4.7252 0.7090 -0.2830
C -3.3261 -0.8145 -1.2460
C -1.4331 6.6845 -0.0010
H 4.6507 2.0954 2.1174
H 1.0416 -3.2040 -4.0239
H 1.8049 -6.6199 -0.5340
H -3.9443 9.0694 -0.3176
H -7.1267 4.0717 3.8445
H -7.2368 5.7653 3.5672
H 0.4967 -1.6045 0.7725
H -0.8256 6.9353 -0.8706
H -2.4152 1.8450 1.7084
H 0.1707 1.2183 -6.2308
H 0.5901 -2.3994 5.1890
H -2.7025 5.1918 -1.0755
H 1.1019 -6.0343 4.7880
H -2.6424 -1.5884 0.6758
H -4.5699 3.9048 3.1482
H 2.1319 -4.6254 -4.2216
H -3.6173 -6.4066 -0.7477
H -3.3584 -4.8281 2.2227
H 2.9089 1.3454 4.5724
H -4.8158 -1.1372 4.3118
H 1.5464 -0.5944 1.8114
H 7.1546 0.0341 -0.3595
H 5.1273 1.5664 3.7112
H 8.2370 -1.3070 1.4146
H -1.0731 -3.0830 -2.9489
H 1.7402 0.2809 3.8469
H -4.4664 -0.3282 1.2238
H -0.2805 -3.8042 -6.0218
H 2.0927 -3.7359 -2.6654
H -8.2362 4.5301 2.7215
H 3.5670 -1.3072 1.3715
H -3.2153 7.6618 1.6221
H 4.8134 -7.0772 1.9803
H 0.1730 -0.3269 -4.6097
H -0.9234 2.3095 0.0447
H 6.0510 -0.3301 2.7075
H 0.1368 -3.5934 7.3433
H -3.3542 4.1119 0.9086
H 3.4844 -3.4887 3.0456
H -4.9456 7.1863 1.8960
H 0.1774 -5.1523 6.4708
H 3.0030 -2.2088 4.1117
H -3.4001 1.5367 0.2849
H 2.8251 -5.2092 6.2599
H 4.5317 -6.0033 0.5457
H -1.2523 5.4430 -3.3047
H 6.8749 0.7579 1.9131
H -1.8501 1.5119 -1.2759
H -2.7722 5.3462 1.8641
H -0.8184 5.8901 0.4222
H -0.2203 3.3928 -2.3018
H -4.5674 5.5447 3.2970
H -1.3294 -1.5692 -0.5075
H 0.6826 2.7619 -4.2900
H -0.8663 2.3930 -6.9039
H -1.3942 7.6568 0.4900
H -1.1874 -0.5869 2.4302
H -4.1922 -0.2603 -0.8840
H 2.0405 1.8991 3.2354
H 3.2119 -2.1632 6.2473
H -0.6622 7.0433 -6.6081
H 1.8429 -2.8550 2.8733
H 2.0900 4.6082 -5.1789
H 3.9355 0.8499 -2.4436
H -1.4462 7.4013 -4.9936
H -6.1765 5.9885 0.2269
H 2.2002 -2.9390 7.4931
H 1.2555 4.7099 -6.7261
H -3.1557 6.8986 -1.2874
H 7.0626 -2.6651 1.2490
H -5.4704 8.3216 -0.4756
H 0.0089 4.6912 -1.3619
H 4.4920 -2.2123 0.0728
H -1.4363 -5.3575 -0.8163
H -0.4889 0.9664 2.1385
H -3.6337 -1.8074 -1.5742
H 6.4608 -1.3981 -1.0336
H 1.0707 0.1237 0.4135
H -0.0442 -6.7989 -2.0752
H 1.6126 2.3542 -1.4474
H 0.8892 -5.2578 3.2507
H 0.3457 6.2104 -3.5356
H 2.5269 -7.2401 3.1582
H -1.0523 2.8269 -4.4402
H 0.7417 -5.2303 -0.1739
H 3.6863 -6.1592 3.9512
H -1.7055 -3.6340 -4.9731
H -0.0444 -3.5912 4.1521
H 3.4722 -7.3067 0.9048
H 8.3468 -2.1172 0.0651
H -3.3808 -2.2664 4.1206
H 0.1490 -6.1542 -4.6481
H -2.2619 -3.7322 -0.8316
H -4.4448 -4.8204 -0.9649
H -1.1565 -4.0621 6.3872
H -2.9835 -0.2064 -2.0832
H -1.3644 -5.8380 -3.9666
H -4.4603 -2.2582 2.8792
H -0.2966 0.8775 -0.8647
H 2.0122 3.5777 -0.4584
H -1.3390 4.6281 -6.6926
H 3.9052 -4.2517 5.2324
H 5.3060 1.6303 -0.2387
H 1.3399 6.0988 -5.5240
H -4.5897 0.9224 2.4108
H 5.0416 -2.1917 1.7275
H -5.4700 6.4112 -1.2619
H 5.4033 0.0102 -2.2120
H 0.9114 2.6238 -6.9248
H 2.2314 -4.9724 -0.9490
H 0.0486 -3.2818 -1.5705
H -5.0896 9.3297 0.9525
H -5.0021 4.7704 -0.6810
H 3.9556 -3.2225 7.3498
H 1.3650 -6.5113 -2.9507
H -4.5930 -5.9879 -2.1469
H 3.2578 3.0172 -1.6389
H -1.5333 -4.8765 -6.1608
H -2.1227 4.8256 -5.0752
H 3.9220 -0.8107 -1.8042
H -2.3243 7.0174 -6.3531
H 3.7433 1.0092 0.0828
*
```